[1]
Density functional theory data (ωB97M-V with the def2-TZVPD basis set) for C47H37F3N3SSbTeTi as an isolated structure at a distorted geometry.

```
94
Properties=species:S:1:pos:R:3:forces:R:3
Ti -0.0786 0.9077 -1.8756 0.1 -0.2 1.8
C -1.4892 -1.2656 -8.7815 -0.3 0.8 0.1
C -0.8892 -0.7149 -7.5080 1.7 0.6 1.2
C -0.6582 0.7957 -7.5679 -0.6 0.9 1.8
C 0.4330 -1.4741 -7.2586 0.3 -1.1 -0.7
C -1.6725 -0.9334 -6.2621 -0.9 -0.4 0.7
C -2.7901 -1.7707 -6.2666 -0.9 -1.0 -1.4
C -3.5460 -2.0528 -5.1524 0.2 0.2 1.3
C -3.1004 -1.5070 -3.9271 -0.1 0.3 -1.5
S -3.8894 -1.5056 -2.4214 0.0 -0.1 1.7
C -2.6055 -0.5649 -1.6754 0.4 0.8 -2.2
N -1.7081 -0.2200 -2.6194 0.1 0.0 1.2
C -1.9695 -0.6905 -3.8879 0.0 -0.3 -0.4
C -1.2646 -0.3772 -5.0706 1.1 0.2 1.2
C -2.5717 0.1201 -0.3760 -0.4 -0.5 1.8
C -3.5625 -0.1311 0.6212 -0.8 -0.8 -1.7
C -3.6613 0.6569 1.7260 1.7 1.5 0.9
C -2.6993 1.6834 1.9614 0.8 -0.2 -1.7
C -1.6537 1.9054 1.0088 -0.6 -0.6 0.3
C -1.5348 1.0509 -0.1117 0.2 0.4 -1.5
H -0.7474 -1.0184 -9.5640 -1.0 0.4 -0.1
H -2.5434 -0.8759 -8.8505 1.2 -0.3 -0.8
H -1.4810 -2.3433 -8.8003 -0.3 -0.5 0.3
H 0.0443 1.1634 -8.2441 1.5 0.1 -1.4
H -0.4168 1.3117 -6.5811 0.0 -1.1 -1.2
H -1.5589 1.3005 -7.8425 -1.0 0.2 -0.4
H 0.8966 -1.6345 -8.2639 0.1 -0.1 1.0
H 0.1974 -2.4453 -6.7740 0.1 0.2 -0.7
H 1.1673 -1.0651 -6.5675 -0.1 0.7 -0.1
H -3.0657 -2.2408 -7.2475 0.1 0.5 1.2
H -4.4472 -2.6631 -5.1250 0.3 0.0 -0.4
H -0.3278 0.2481 -5.0006 -1.3 -0.7 0.0
H -4.3675 -0.8962 0.4828 0.9 0.6 -0.1
H -4.4343 0.5290 2.4534 -0.4 -0.2 0.2
H -2.7405 2.3216 2.8303 -0.2 0.0 0.1
H -0.9245 2.7554 1.0750 -0.8 -0.9 0.4
N 5.6894 -1.9419 2.1304 -4.3 1.9 -1.7
C 4.7237 -1.4819 1.5671 5.7 -2.3 2.0
C 3.8604 -0.9932 0.6098 -3.1 1.1 -1.6
C 3.0002 -1.8243 -0.1708 1.8 -1.6 1.0
C 1.9599 -1.3635 -0.9000 -1.7 -0.8 -1.3
N 1.4889 -0.0845 -0.9052 0.3 1.1 0.0
C 2.2909 0.7015 -0.1361 -0.4 1.8 0.2
C 3.4127 0.3489 0.4946 1.7 -0.7 1.7
H 3.3466 -2.8622 -0.0656 -1.0 0.1 -0.8
H 1.2822 -1.9151 -1.5600 0.8 -0.9 0.5
H 2.0311 1.7243 0.1057 -0.6 0.3 -0.7
H 3.9338 1.0712 1.0874 0.0 0.6 0.1
Te 0.6124 2.8539 -3.6040 0.4 0.0 0.0
C -1.3700 3.5050 -3.2689 -0.7 -0.5 -1.4
C -1.7011 4.2059 -2.1284 0.2 0.3 0.5
C -3.0011 4.6257 -1.9415 -1.3 0.7 -0.2
C -3.9729 4.4603 -2.9339 0.1 0.1 0.0
C -3.6581 3.7682 -4.0873 1.0 -1.0 -0.6
C -2.3499 3.2430 -4.2742 0.1 0.6 1.3
H -0.9185 4.4933 -1.4251 -0.3 -0.3 0.0
H -3.3491 5.1651 -1.0672 0.5 0.0 0.2
H -4.9774 4.9080 -2.8664 0.6 -0.4 0.3
H -4.4556 3.5838 -4.8006 0.3 0.0 -0.2
H -1.9832 2.6554 -5.1233 -0.7 0.3 0.1
F 5.0791 -3.1675 9.1318 -0.2 -0.3 -0.1
C 4.5682 -2.5616 8.0309 2.7 0.4 0.0
C 3.3290 -2.0086 8.1542 -1.3 -1.7 3.0
C 2.7562 -1.3418 7.1269 -1.2 0.7 -0.8
C 3.5403 -1.1942 5.9779 0.6 -0.1 0.1
C 4.8890 -1.6340 5.9037 0.2 -0.4 -0.1
C 5.4733 -2.3538 6.9649 -3.3 0.7 0.2
Sb 2.8564 -0.0664 4.3882 -1.0 0.5 -1.3
C 1.3218 0.9678 5.5532 0.4 -0.7 -1.7
C 1.9172 1.8867 6.4065 -0.7 -0.3 0.0
C 1.2139 2.7867 7.1466 -0.4 -0.2 0.4
C -0.1643 2.6265 7.0648 0.4 2.6 2.2
F -0.9314 3.3986 7.9020 0.2 -0.3 -0.3
C -0.7797 1.7666 6.2619 -0.9 -1.9 -1.6
C -0.0572 0.9444 5.3950 1.1 0.9 1.6
C 1.5703 -1.4712 3.2945 0.1 1.3 0.8
C 0.4458 -0.9252 2.6689 1.6 -0.9 0.0
C -0.4354 -1.7370 1.9867 -0.4 -0.8 0.1
C -0.2141 -3.1046 1.9677 2.7 -0.6 0.5
F -1.0174 -3.9889 1.3593 -0.6 0.4 -0.2
C 0.9920 -3.6530 2.4945 -1.8 0.0 0.1
C 1.8296 -2.8123 3.2161 0.0 -1.2 -0.2
H 2.7816 -2.2708 9.1306 0.8 0.7 -1.6
H 1.6901 -0.9453 7.2605 1.8 -0.5 -0.6
H 5.4945 -1.4425 4.9844 -0.7 -0.1 0.8
H 6.4559 -2.7376 7.0067 0.8 -0.3 -0.1
H 2.9322 1.8058 6.6392 1.7 0.0 -0.2
H 1.7610 3.4353 7.8339 -0.7 0.0 -0.1
H -1.8187 1.5322 6.3091 -0.8 0.6 0.2
H -0.6329 0.2900 4.8007 -0.1 -0.8 -0.8
H 0.4478 0.1364 2.6481 -0.9 0.8 -0.2
H -1.2997 -1.3476 1.5154 -0.7 0.4 -0.4
H 1.1070 -4.7509 2.4756 0.1 0.8 -0.1
H 2.6643 -3.2684 3.7275 0.3 0.1 0.0
```
Forces are in eV/Å.

Results
HOMO energy (spin up / spin down): -6.11 / -8.13 eV
2S+1: 3
E_tot: -4032.84292 hartree

[2]
Density functional theory data (ωB97M-V with the def2-TZVPD basis set) for C47H37N7O3S3Ti as an isolated structure at a distorted geometry.

```
98
Properties=species:S:1:pos:R:3:forces:R:3
Ti 0.4136 -0.2179 -0.3139 1.5 0.5 -1.9
N 2.5615 -1.9391 3.1175 0.2 0.0 0.5
C 1.8495 -1.8058 2.0066 0.1 -0.3 -0.3
N 1.5722 -0.6733 1.4530 -0.1 0.7 0.3
C 2.0556 0.4983 2.0794 0.3 0.1 0.0
N 2.0289 1.5917 1.4183 0.2 0.3 -0.5
N 1.5441 1.3709 0.1657 -0.7 -0.5 0.3
C 1.6897 2.3207 -0.7974 0.2 0.0 -0.4
C 1.6396 1.7871 -2.0790 0.3 0.0 0.7
C 1.9317 2.5107 -3.2669 -0.1 0.0 -0.3
C 2.0927 1.8400 -4.4364 0.0 0.2 0.0
C 1.9907 0.4246 -4.4426 -0.1 -0.2 0.0
C 1.6591 -0.2187 -3.2853 0.2 0.0 -0.1
N 1.4153 0.4156 -2.1101 -0.4 0.1 0.1
C 2.6773 0.4268 3.3917 -0.1 -0.3 0.0
C 3.0361 1.5438 4.1432 0.0 0.1 0.0
C 3.6726 1.3863 5.3591 0.0 0.0 0.0
C 3.9740 0.1100 5.8345 0.0 0.0 0.0
C 3.6248 -1.0064 5.0991 0.0 -0.1 0.1
C 2.9670 -0.8406 3.8896 -0.1 0.0 -0.1
H 2.7454 -2.8687 3.4535 0.0 0.0 0.0
H 1.5212 -2.7145 1.5137 -0.1 0.0 0.0
H 1.9882 3.3357 -0.5787 0.1 0.0 0.1
H 2.0613 3.5855 -3.2038 -0.1 -0.1 0.0
H 2.3369 2.3776 -5.3465 0.0 0.0 0.0
H 2.1726 -0.1499 -5.3419 0.0 0.0 0.1
H 1.5859 -1.2984 -3.2532 -0.1 0.0 0.1
H 2.8106 2.5249 3.7433 0.0 -0.1 0.0
H 3.9440 2.2578 5.9414 0.0 0.0 0.0
H 4.4823 -0.0157 6.7821 0.0 0.0 0.0
H 3.8463 -2.0038 5.4651 0.0 0.0 0.0
O -0.6988 0.9847 1.9096 0.1 -0.3 0.3
S -1.4732 -0.2329 2.0307 -0.5 0.1 -0.1
O -2.8866 -0.0591 2.2434 -0.1 -0.2 0.0
N -1.1271 -1.1166 0.7271 -1.2 -0.4 0.8
C -2.1580 -1.8738 0.1226 0.1 0.1 0.1
C -3.1546 -2.5531 0.7884 0.1 0.0 0.0
C -4.1636 -3.2485 0.0932 0.0 0.0 0.1
C -4.1939 -3.2686 -1.2686 0.0 0.0 0.0
C -3.1966 -2.5785 -1.9913 0.1 0.0 0.1
C -3.1815 -2.5329 -3.4013 -0.1 0.0 0.0
C -2.2255 -1.8010 -4.0320 0.0 0.0 -0.1
C -1.2680 -1.1179 -3.2590 0.2 0.2 -0.1
N -1.2128 -1.1636 -1.9548 -0.2 -0.2 0.6
C -2.1717 -1.8869 -1.3028 -0.1 0.0 -0.1
C -0.9102 -1.1276 3.4603 0.2 -0.1 -0.1
C -0.9092 -2.5179 3.4635 0.0 0.1 0.0
C -0.5638 -3.1929 4.6249 0.1 0.0 0.0
C -0.2125 -2.4802 5.7660 0.0 0.0 0.0
C -0.2097 -1.0910 5.7497 0.0 0.0 0.0
C -0.5605 -0.4077 4.5943 0.0 0.1 0.0
H -3.1962 -2.5184 1.8661 0.0 0.0 0.0
H -4.9281 -3.7680 0.6592 0.0 0.0 0.0
H -4.9751 -3.7932 -1.8082 0.1 0.0 0.0
H -3.9376 -3.0758 -3.9586 0.0 0.0 0.0
H -2.1798 -1.7393 -5.1109 0.0 0.0 0.0
H -0.5166 -0.5181 -3.7547 0.0 0.0 0.0
H -1.1731 -3.0660 2.5674 0.1 0.0 0.0
H -0.5631 -4.2762 4.6338 0.0 0.0 0.0
H 0.0653 -3.0084 6.6708 0.0 0.0 0.0
H 0.0742 -0.5344 6.6356 0.0 0.0 0.0
H -0.5650 0.6775 4.5620 0.0 -0.1 0.0
O -0.9622 1.2526 -0.8591 -0.6 -0.1 -0.3
S -1.3383 2.6939 -0.6317 0.2 0.5 0.3
C -1.2305 3.4912 -2.2338 -0.1 -0.3 0.0
C -1.6180 2.7694 -3.3535 0.0 0.0 0.0
C -1.5572 3.3725 -4.5978 0.0 0.0 0.0
C -1.1274 4.6918 -4.7108 0.0 0.0 0.0
C -0.7441 5.4009 -3.5814 0.0 0.0 -0.1
C -0.7861 4.7962 -2.3306 0.1 0.1 0.1
C -3.1480 2.6436 -0.5706 0.1 -0.4 -0.1
C -3.7549 1.4151 -0.3708 0.0 0.0 -0.1
C -5.1394 1.3186 -0.4541 0.0 0.1 0.1
C -5.8967 2.4508 -0.7137 0.0 0.0 0.0
C -5.2769 3.6892 -0.8546 -0.1 0.0 0.0
C -3.8979 3.7921 -0.7834 0.1 0.1 0.0
H -1.9574 1.7454 -3.2356 0.0 0.0 0.0
H -1.8473 2.8164 -5.4816 0.0 0.0 0.0
H -1.0847 5.1656 -5.6837 0.0 0.0 0.0
H -0.4099 6.4269 -3.6741 0.0 0.0 0.0
H -0.4658 5.3345 -1.4437 0.0 -0.1 -0.1
H -3.1508 0.5487 -0.1480 -0.1 0.0 -0.1
H -5.6128 0.3538 -0.3128 0.0 0.1 0.0
H -6.9741 2.3749 -0.8038 0.1 0.0 0.0
H -5.8741 4.5758 -1.0273 0.0 0.0 0.0
H -3.4137 4.7557 -0.9061 0.0 -0.1 -0.1
S 1.2085 -2.5051 -0.9836 0.1 0.0 0.0
C 2.9699 -2.6276 -0.8493 0.1 0.0 0.1
C 3.5590 -3.8934 -0.9576 0.0 0.0 0.0
C 4.9320 -4.0590 -0.8394 0.0 0.0 0.0
C 5.7573 -2.9650 -0.6096 0.0 0.0 0.0
C 5.1891 -1.7015 -0.5214 -0.1 0.0 0.0
C 3.8143 -1.5295 -0.6439 0.0 -0.1 0.0
H 2.9201 -4.7506 -1.1437 0.0 0.0 0.0
H 5.3612 -5.0502 -0.9377 0.0 0.0 0.0
H 6.8283 -3.0941 -0.5100 0.0 0.0 0.0
H 5.8191 -0.8321 -0.3712 0.0 0.0 0.0
H 3.3916 -0.5366 -0.5982 -0.1 0.1 0.0
```
Forces are in eV/Å.

Results
HOMO energy: -5.45 eV
E_tot: -4466.38776 hartree

Look up the E_tot of the first one. -4032.84292 hartree